No. 1
A single C21H21NO6 molecule, computed with ωB97M-V/def2-TZVPD.

Structure (ORCA input):
```
! wB97M-V def2-TZVPD RIJCOSX def2/J DEFGRID3
* xyz 0 1
H -1.0031 -0.9097 3.3664
C 0.7394 -1.6560 -1.3956
H 1.0871 0.5469 3.6968
O 1.2607 -1.5931 2.2522
H 4.1848 4.1295 3.6196
C -1.0137 1.7389 1.1655
H -2.5081 -0.0846 2.9126
H 1.5754 -3.2706 -3.2937
C 2.7685 2.5721 3.1357
C 3.3128 3.8518 3.0132
H 2.3880 1.6460 -0.1560
H 0.5989 -4.6234 -2.7784
H 1.9037 -4.0392 -1.7136
C 0.9521 -1.4056 -0.0331
C 0.7602 -2.2183 1.1574
O 0.1974 -2.8284 -1.7605
C 1.9053 0.7250 -0.5171
H -2.0883 3.6889 3.0522
C 1.5245 -0.2618 0.3847
C -0.1577 2.9462 0.7261
C -0.5978 1.0177 2.4356
H 0.0648 2.8165 -0.3234
H 1.3313 5.1655 0.7199
H -1.1945 1.0422 0.3566
H -0.1676 -2.3394 -4.2871
H -0.7160 -0.8436 -5.0545
H 2.7428 -0.2695 2.1258
C 1.7533 4.4284 1.4087
H -0.7299 3.8859 0.8413
C -2.2074 2.6410 2.9391
C -0.3566 -1.2760 -4.1310
H -3.1048 2.3805 3.5013
N 2.8787 4.7387 2.1172
C 1.6767 0.5373 -1.8746
C 1.6848 -0.2648 1.8727
O 0.7903 -0.5590 -3.6804
C 1.1493 3.1854 1.5139
H -1.1617 -1.1406 -3.4021
O -1.1016 1.9125 3.4756
C -1.4348 -0.2699 2.5946
C 0.9401 0.8626 2.6190
H 1.9397 1.3355 -2.5653
C 1.0509 -0.6173 -2.3203
H -1.5068 -0.7743 1.6301
H 3.2070 1.9172 3.8925
O -2.2991 2.2875 1.5573
O 0.1321 -3.2844 1.1760
C 1.1105 -3.7292 -2.4256
C 1.6682 2.1887 2.3824
*
```

## Properties
Orbital gap: 9.26 eV
Energy: -1318.977810 Ha
Relative energy (zero: lowest compared OMol25 entry of this formula, charge and spin): 80.69 kcal/mol
HOMO energy: -0.332 Ha
SMILES: COc1ccc2c(c1OC)C(=O)O[C@@H]2[C@H]1c2ccncc2C[C@@H]2OCO[C@@]21C

No. 2
A gas-phase ion, C5H10N3 (charge +1), computed with ωB97M-V/def2-TZVPD.

Structure (ORCA input):
```
! wB97M-V def2-TZVPD RIJCOSX def2/J DEFGRID3
* xyz 1 1
C -0.4495 -0.0470 -0.2085
H -2.4529 -0.7952 -0.7606
H 3.1087 0.5215 -1.5521
N -0.0825 0.6704 0.8951
H 0.8056 1.0239 1.0634
H 1.5154 -1.6088 -0.4603
C 1.7838 -0.8243 -1.2295
H -1.1664 1.2798 2.6722
C 0.3611 -0.2325 -1.3835
H 3.4475 -0.2272 -0.0696
H 2.2909 -1.3781 -2.0748
N 2.6888 0.1672 -0.6926
N -2.1959 0.0676 1.1767
C -1.1443 0.6524 1.8400
H 0.5960 0.8299 -1.7336
H -3.1179 -0.0960 1.7819
C -1.8349 -0.3830 -0.0711
H -0.1960 -0.8796 -2.2060
*
```

## Properties
Orbital gap: 9.59 eV
Energy: -360.515646 Ha
Relative energy (zero: lowest compared OMol25 entry of this formula, charge and spin): 37.31 kcal/mol
HOMO energy: -0.487 Ha
SMILES: NCCc1c[nH]c[nH+]1

No. 3
A molecular structure, C20H23ClN2O3S2, computed with ωB97M-V/def2-TZVPD.

Structure (ORCA input):
```
! wB97M-V def2-TZVPD RIJCOSX def2/J DEFGRID3
* xyz 0 1
C -1.1482 -1.4452 -1.3305
C 4.8491 -0.5179 0.3048
O -0.9051 -0.6189 -2.0680
H -4.9288 -2.0449 0.4881
H 1.6919 2.5614 -1.0603
C 1.5377 2.3569 1.7198
H 4.7642 1.1995 1.2323
C -6.6005 1.1480 0.0800
H 1.3321 -0.5483 -2.0137
H 5.2688 1.3382 -0.5680
O 0.6625 -1.2341 1.2096
C -5.4291 -1.2160 0.4494
C 1.5294 -1.2789 -1.0222
C 4.4335 1.0040 0.1641
S -2.7663 -2.9105 0.4659
H 5.4972 -0.8638 -1.7700
H 3.0360 0.3751 -1.3845
C -2.6882 -1.5537 -0.4575
C 2.4141 3.1505 0.9123
C -6.7746 -0.7276 1.0122
H 1.3714 2.7185 2.6137
Cl -4.5864 2.3650 -1.2905
H 4.4733 -1.2483 0.6789
C -3.4819 -0.3851 -0.9293
H -7.1338 2.2770 0.2110
C -7.4013 0.4213 0.7626
H 2.9636 0.9778 2.3766
N -0.3822 -2.4224 -0.9600
C -4.8107 -0.1506 -0.3204
H 1.2266 0.3287 2.2103
C 1.4699 -0.6684 0.2708
H 3.4805 3.2580 1.1450
S -0.4127 -4.9116 0.3904
C -5.3523 1.1702 -0.3102
H -8.2362 0.3591 1.3355
C 3.1729 1.0472 -0.4070
O 4.8266 -1.2176 -1.1857
H 0.4929 2.3286 1.1661
H 0.8867 -2.9135 -2.4502
H 5.8996 -0.6114 0.4021
C 2.7017 2.6552 -0.5787
H 3.3995 3.0396 -0.8904
N 2.1745 0.5103 0.2555
H -3.1306 0.4044 -1.3712
H 2.1725 4.4069 0.6831
H 2.8281 -1.7565 -1.3265
C -1.0429 -3.3940 -0.0562
C 2.0013 1.0691 1.7482
C 0.7945 -2.6664 -1.4407
H -7.2758 -1.7696 1.5928
H 1.1351 -3.3954 -0.6894
*
```

## Properties
Orbital gap: 7.22 eV
Energy: -2367.067409 Ha
Relative energy (zero: lowest compared OMol25 entry of this formula, charge and spin): 426.40 kcal/mol
HOMO energy: -0.291 Ha

No. 4
11 unconnected molecules or ions with the total composition C26H79N9O11, computed with ωB97M-V/def2-TZVPD.

Structure (ORCA input):
```
! wB97M-V def2-TZVPD RIJCOSX def2/J DEFGRID3
* xyz 0 1
H 17.3689 15.8091 5.2828
H 8.9760 12.1415 -1.1370
O 10.8415 12.2591 -1.9403
H 11.4828 19.0893 -0.5266
C 16.4161 18.7990 -0.2185
H 11.6830 9.7954 -2.0834
H 16.1982 11.6774 1.7838
H 14.5538 9.5939 7.0045
C 11.8108 17.3967 0.6036
H 12.8865 14.3755 2.8447
C 13.7984 6.5344 -0.4256
N 11.0608 9.4691 -1.3404
C 16.6223 14.8757 3.7567
C 17.8454 16.6894 -0.1685
C 8.6402 9.3871 -0.9815
C 9.7916 10.1757 -1.5988
H 17.7026 15.9732 -6.1510
O 15.1978 19.4199 0.1386
N 12.3798 16.1630 0.5525
O 18.2246 12.6357 -0.0736
H 11.5440 12.7799 3.5605
C 15.3118 14.0236 -3.6870
C 9.9300 11.6042 -1.0793
H 7.8151 9.9804 -0.5822
H 14.8827 13.7058 -0.6815
H 10.7091 13.9557 4.5910
H 14.4886 12.0693 6.3704
C 11.6663 13.2803 -1.3599
O 15.0730 10.4651 5.1817
H 13.6139 6.9059 6.1322
H 17.4567 8.7514 -0.5560
C 16.7600 8.9919 0.2454
H 9.5079 10.3111 -2.6503
H 14.7662 5.7427 -2.7912
H 15.0530 11.7174 2.9634
H 14.9932 6.1314 6.0928
H 12.9006 10.5387 1.1238
H 14.1005 15.3271 -2.6179
H 8.9994 8.7250 -0.1901
H 13.7527 7.2913 0.3693
H 12.5390 10.3988 2.8827
H 10.5037 13.9520 2.8005
O 16.5229 15.4123 5.0628
H 17.9484 15.6243 0.0240
H 10.2864 11.5642 -0.0431
H 12.1437 17.7267 -1.3856
C 14.5314 9.4016 5.9253
H 15.8227 19.4588 2.1520
C 14.1646 13.1530 -4.1892
H 16.2061 13.4447 -3.4509
O 16.3819 14.4253 -5.7797
N 14.8553 14.6633 -2.4452
H 17.3197 14.0288 3.7996
N 15.4184 16.6040 0.0299
H 14.4798 7.8792 3.6834
H 16.0459 8.6232 3.6495
C 14.9230 19.4291 1.5316
C 15.6879 15.0709 -4.7162
H 16.2611 15.9690 -7.2020
H 12.9876 6.7566 -1.1132
C 15.2053 6.6662 -0.9935
H 15.1677 16.0168 0.8167
H 15.6691 14.5456 3.3511
H 11.3439 9.2516 0.5858
H 16.7242 17.4663 1.4457
H 13.3025 11.5485 5.1133
C 15.4596 7.8566 4.1654
H 14.7197 12.4825 4.7384
H 14.6371 17.2249 -0.1447
N 15.2915 13.1715 0.0809
C 16.6218 17.4030 0.3557
H 13.9162 12.3558 -3.4810
H 13.4774 9.2586 5.6399
N 15.3809 5.5879 -2.0037
H 15.5597 15.3011 -2.0649
O 11.5556 9.0562 1.5128
N 14.6001 7.0365 6.3216
H 14.3732 18.5239 1.8179
C 15.2941 8.1240 5.6601
H 14.8003 15.5471 -5.1578
H 14.5174 12.5604 -5.0353
H 18.7704 17.1763 0.1674
H 16.2870 8.2528 6.1001
N 15.3785 12.1575 2.1204
H 14.2653 20.2692 1.7421
H 12.7823 15.8157 -0.2960
O 13.5807 13.4218 1.5704
H 18.5782 12.4056 1.9288
H 8.1478 8.7390 -1.7125
O 12.3173 14.6968 3.5658
C 14.6644 12.9142 1.2377
H 12.2043 15.6496 1.4045
H 17.2376 19.4374 0.1384
C 16.2621 6.6698 0.0916
H 13.5020 9.2224 2.1653
H 16.0544 5.8744 0.8105
H 16.4471 18.7947 -1.3088
H 19.9930 12.1356 0.8708
H 17.0192 15.5821 3.0148
H 16.0036 6.9330 3.9666
H 19.4686 13.7894 1.1398
H 17.1417 9.6643 1.0199
H 15.9785 9.6544 -0.1696
H 13.2636 13.7492 -4.3149
C 16.9765 15.3343 -6.6632
H 15.2467 7.5902 -1.5871
O 11.3792 17.8670 1.6591
H 10.9176 8.5004 -1.6306
H 16.3169 15.8722 -4.3069
H 16.1609 12.7133 -0.1505
H 12.6790 13.0755 -1.7003
C 14.3632 11.6600 5.3619
C 12.6304 9.8555 1.9344
H 17.8756 16.8544 -1.2554
N 11.7775 18.1347 -0.5443
H 11.6112 13.1944 -0.2748
H 17.4802 14.7725 -7.4497
H 17.2811 6.4963 -0.2701
C 11.2086 13.8261 3.6329
H 13.6138 5.6049 0.1134
C 19.1168 12.7604 1.0570
H 16.3260 5.5793 -2.3769
O 16.1586 7.8686 0.8401
H 18.7756 12.5799 -0.8588
H 11.2995 14.2375 -1.7365
*
```

## Properties
Orbital gap: 9.01 eV
Energy: -2358.360689 Ha
Relative energy (zero: lowest compared OMol25 entry of this formula, charge and spin): 0.00 kcal/mol
HOMO energy: -0.332 Ha
SMILES: COC[C@H](C)N.COC[C@H](C)N.COC[C@H](C)N.COC[C@H](C)N.COC[C@H](C)N.NC(N)=O.NC(N)=O.CO.CO.CO.CO

No. 5
A single C3H3NO3 molecule, computed with ωB97M-V/def2-TZVPD.

Structure (ORCA input):
```
! wB97M-V def2-TZVPD RIJCOSX def2/J DEFGRID3
* xyz 0 1
C -0.5234 1.3084 -1.2571
H -0.7607 2.2901 -1.5111
O 0.6083 -0.4179 1.4682
C 1.0922 0.2762 0.4123
O -0.8558 -1.2386 0.0101
N -0.3811 -1.4167 1.0931
C 0.3057 0.9530 -0.3543
H -0.9877 0.5109 -1.8249
H 2.0881 -0.0283 0.0794
O -0.5856 -2.2371 1.8842
*
```

## Properties
Orbital gap: 10.50 eV
Energy: -396.361846 Ha
Relative energy (zero: lowest compared OMol25 entry of this formula, charge and spin): 164.78 kcal/mol
HOMO energy: -0.367 Ha
SMILES: C=C=CO[N+](=O)[O-]